No. 1
Here is a structure of composition C40H41Cl5NO3P2Ru from the OMol25 dataset. Energies are from ωB97M-V/def2-TZVPD.

Atoms and positions in Å:
Ru -0.091 -0.416 -0.081
Cl -2.162 1.447 5.852
Cl -3.891 1.577 3.247
Cl 0.799 0.564 5.687
Cl 2.009 -0.401 3.076
Cl -2.589 0.957 0.524
P 0.506 -2.667 -0.131
P 0.408 0.400 -2.359
O 0.294 2.970 0.747
O 2.125 1.367 0.008
O -2.060 -1.772 -0.112
N 1.859 0.000 0.108
C 0.040 -3.531 -1.657
C -0.466 -4.989 1.067
C 3.242 -2.039 0.143
C 0.972 -3.541 -2.699
C -1.488 2.359 -2.934
C -0.135 2.080 -2.733
C 0.802 3.106 -2.840
C -0.958 4.887 1.431
C -0.581 -4.703 -4.113
C 0.397 4.382 -3.207
C 4.957 -3.730 0.290
C -1.207 -4.129 -1.858
C -3.173 -1.870 -0.623
C -1.509 -4.713 -3.078
C 2.976 -0.612 0.100
C 2.271 -3.024 -0.014
C 1.008 3.599 1.838
C -0.651 3.953 0.251
C -0.360 0.250 1.851
C -0.151 0.594 4.264
C -2.258 1.066 3.197
C -0.957 -5.747 2.118
C -1.890 3.635 -3.293
C -1.209 -5.157 3.348
C -0.945 4.644 -3.442
C 3.994 -4.713 0.099
C 0.392 0.204 3.034
C -0.218 -3.623 1.238
C -4.183 -2.765 0.014
C 4.583 -2.400 0.298
C 0.666 -4.128 -3.918
C -0.467 -3.044 2.476
C 2.663 -4.362 -0.051
C 2.145 0.319 -2.883
C -0.958 -3.805 3.526
C -1.485 1.005 4.352
C -1.661 0.721 1.996
C -0.355 -0.575 -3.694
C -0.068 4.368 2.573
C -3.558 -1.150 -1.870
H 1.780 4.257 1.428
H 2.810 0.864 -2.219
H -0.276 -5.477 0.121
H -3.726 -3.390 0.778
H 5.332 -1.627 0.420
H -0.275 -1.998 2.630
H -0.132 -1.629 -3.564
H 1.928 -5.143 -0.189
H -1.140 -6.804 1.974
H -0.703 5.914 1.175
H 1.131 5.171 -3.304
H 0.344 5.167 3.185
H -2.236 1.582 -2.830
H -4.943 -2.129 0.480
H -1.588 -5.753 4.168
H 5.995 -4.001 0.424
H -2.469 -5.193 -3.219
H 2.445 -0.729 -2.911
H 1.958 -3.115 -2.550
H 1.482 2.815 2.426
H 1.401 -4.137 -4.712
H 4.280 -5.756 0.065
H -0.627 3.688 3.219
H -2.891 -0.314 -2.052
H 2.213 0.733 -3.889
H 1.852 2.917 -2.655
H -1.435 -0.450 -3.721
H -1.257 5.635 -3.741
H -2.936 3.841 -3.474
H 3.841 0.042 0.073
H -1.141 -3.338 4.486
H -1.928 -4.168 -1.055
H -4.699 -3.369 -0.735
H -3.476 -1.862 -2.697
H -0.826 -5.153 -5.065
H -0.200 4.486 -0.584
H -1.520 3.412 -0.113
H -4.594 -0.813 -1.828
H 1.285 1.884 0.181
H 0.056 -0.232 -4.645
H -2.012 4.861 1.700

## Properties
Energy in eV: -133535.6251
Expectation value of S²: 0.758
Strongest force on any atom in hartree/bohr: 0.03083
Relative energy (zero: lowest compared OMol25 entry of this formula, charge and spin) in kJ/mol: 56.95
2S+1: 2
LUMO energy (alpha / beta) in eV: -6.63 / -7.20
Total charge: +2

***

No. 2
Here is a structure of composition C40H41InN8PS from the OMol25 dataset. Energies are from ωB97M-V/def2-TZVPD.

Atoms and positions in Å:
In -0.410 0.538 0.993
S -0.595 2.891 1.826
P 1.781 0.844 -0.862
N 0.992 1.402 -2.257
N -0.994 1.842 -1.112
N -1.346 -0.510 2.713
N 0.834 -1.489 1.104
N 0.747 3.894 3.835
N -2.200 -0.659 0.120
N 1.329 0.712 2.566
N 1.460 1.817 3.343
C -5.129 0.368 -1.903
C 0.580 -2.573 0.377
C -1.992 3.256 -3.270
C -2.742 3.141 -2.102
C 4.269 -2.369 -1.024
C 2.855 -2.514 -2.959
C 2.249 -3.825 1.509
C -0.743 2.683 -3.332
C 2.922 3.041 0.337
C 3.866 -3.041 -2.172
C -0.270 1.984 -2.218
C 4.344 1.952 -1.276
C -2.178 -1.531 2.320
C 3.901 3.998 0.553
C 0.623 2.791 3.071
C -1.713 -1.873 4.473
C -5.892 -0.466 1.118
C 2.237 -1.324 -2.598
C 3.655 -1.182 -0.661
C -2.432 -2.388 3.401
C -1.228 -1.267 -2.552
C -3.045 -0.421 -1.011
C 1.267 -3.763 0.536
C -1.296 -2.795 -2.583
C -4.683 0.132 -3.190
C 5.320 2.909 -1.057
C 2.055 -0.309 2.835
C 2.629 -0.651 -1.445
C -2.655 -1.510 1.002
C -3.405 -0.369 -3.386
C 3.078 -0.345 3.924
C -4.321 0.118 -0.797
C -4.844 0.503 0.569
C -2.199 2.430 -1.061
C -1.064 -0.721 4.001
C 3.136 2.014 -0.580
C 1.798 -1.532 2.035
C 5.100 3.932 -0.142
C -2.579 -0.657 -2.308
C 2.517 -2.699 2.267
H -3.041 -0.551 -4.390
H -0.128 2.767 -4.218
H -4.027 0.606 1.286
H -2.381 3.798 -4.122
H 4.350 -3.966 -2.456
H -0.840 -0.899 -3.505
H -3.065 -3.261 3.391
H -6.725 -0.571 0.422
H -0.303 -3.237 -2.693
H 5.867 4.675 0.030
H 2.548 -3.025 -3.863
H -5.474 -1.459 1.284
H -1.679 -2.256 5.480
H 3.728 4.792 1.267
H 4.529 1.151 -1.983
H 1.982 3.095 0.873
H 1.390 3.869 4.608
H -1.914 -3.131 -3.415
H -0.214 -2.482 -0.348
H -0.525 -0.936 -1.782
H -6.287 -0.107 2.068
H -5.301 1.493 0.480
H -0.433 -0.038 4.554
H -3.722 3.586 -2.009
H 1.539 1.637 -3.073
H -1.750 -3.185 -1.669
H 1.451 -0.916 -3.218
H 3.166 0.635 4.379
H -2.742 2.309 -0.130
H 5.068 -2.769 -0.414
H 6.255 2.857 -1.598
H 3.277 -2.724 3.033
H 2.802 -4.740 1.678
H -3.457 -2.190 0.717
H -5.321 0.345 -4.037
H 1.023 -4.615 -0.082
H -6.118 0.783 -1.743
H 3.988 -0.654 0.226
H 2.792 -1.068 4.691
H 4.051 -0.646 3.530
H 0.055 4.619 3.785

## Properties
Energy in eV: -79362.7503
Strongest force on any atom in hartree/bohr: 0.00198
Relative energy (zero: lowest compared OMol25 entry of this formula, charge and spin) in kJ/mol: 0.37
LUMO energy in eV: -2.73
Total charge: +1

***

No. 3
Here is a structure of composition C40H42AsIrN2O7P2SSeTe from the OMol25 dataset. Energies are from ωB97M-V/def2-TZVPD.

Atoms and positions in Å:
Ir 0.398 0.813 -0.634
Te -1.350 2.182 -3.978
Se 1.032 3.604 -0.565
As -2.865 -0.189 5.085
S 3.424 -4.648 -1.192
P -1.131 1.345 1.028
P 0.746 1.012 -3.761
O 2.038 1.938 -3.800
O 0.950 -0.015 -2.690
O 0.221 2.847 -1.799
O 1.993 2.475 0.096
O -0.508 5.338 1.057
O 1.804 4.914 -1.031
O 0.686 0.294 -5.203
N 4.063 -3.951 -5.664
N 0.933 -1.067 0.190
C -0.525 3.991 0.676
C 2.466 -3.221 -0.742
C 0.544 5.837 1.751
C -2.403 0.937 3.524
C 3.510 3.424 -4.982
C 0.376 -2.090 -0.507
C -5.239 -3.741 3.024
C 1.476 -1.961 5.847
C -4.491 0.999 -1.220
C 2.676 -0.425 -6.420
C 1.550 -0.827 -5.491
C 1.090 -3.162 -0.979
C 3.645 -4.349 -2.948
C -0.205 -0.273 6.147
C -2.796 1.682 0.360
C 3.053 -2.180 -0.027
C -3.953 -2.845 4.845
C -0.674 -2.195 4.791
C -0.550 2.919 1.705
C 2.266 -1.140 0.422
C 1.073 -0.751 6.394
C -4.356 -1.507 2.899
C 1.348 5.198 2.628
C -5.083 -2.547 2.337
C -4.673 -3.887 4.284
C 0.373 2.877 2.738
C -3.208 0.884 -0.706
C 1.258 3.873 3.125
C -5.375 1.917 -0.672
C -3.769 -1.648 4.153
C 0.601 -2.681 5.048
C 4.771 -3.673 -3.395
C 2.989 -4.596 -5.221
C -3.678 2.630 0.878
C 4.931 -3.502 -4.764
C -1.486 0.285 2.499
C -4.962 2.742 0.365
C 2.069 3.101 -4.654
C -1.090 -0.986 5.340
C 2.732 -4.825 -3.876
H 0.917 -1.580 -5.962
H 5.800 -2.985 -5.157
H 0.670 6.889 1.540
H -3.523 -2.958 5.835
H -5.645 3.473 0.780
H -6.383 1.994 -1.057
H -4.804 -4.812 4.832
H 2.304 -4.955 -5.983
H 0.910 -3.628 4.623
H -1.953 1.849 3.918
H -0.528 0.665 6.587
H -5.534 -2.420 1.361
H 3.254 -1.309 -6.692
H 0.585 -3.952 -1.518
H 1.499 2.906 -5.565
H -1.361 3.893 -0.016
H 1.937 -1.236 -4.556
H 3.343 0.288 -5.935
H 4.112 -2.191 0.191
H 1.952 3.619 3.917
H -1.923 -0.635 2.104
H 4.059 3.655 -4.070
H 2.469 -2.343 6.045
H 2.275 0.029 -7.327
H 1.748 -0.188 7.026
H 1.851 -5.369 -3.565
H -0.695 -2.020 -0.662
H -4.790 0.385 -2.060
H -4.254 -0.578 2.347
H -3.357 3.293 1.674
H 3.991 2.583 -5.482
H 0.422 1.949 3.300
H 5.504 -3.297 -2.696
H -3.353 1.219 3.072
H 1.605 3.931 -4.117
H -5.805 -4.552 2.584
H 2.688 -0.321 0.993
H -1.343 -2.761 4.156
H -2.502 0.178 -1.127
H -0.529 0.006 2.944
H 2.134 5.815 3.044
H 3.540 4.291 -5.642

## Properties
Energy in eV: -225199.4718
Expectation value of S²: 6.073
Strongest force on any atom in hartree/bohr: 0.02866
Relative energy (zero: lowest compared OMol25 entry of this formula, charge and spin) in kJ/mol: 70.80
2S+1: 5
LUMO energy (alpha / beta) in eV: 0.13 / -1.79
Total charge: 0

***

No. 4
Here is a structure of composition C40H42I2N14OPRbSTe from the OMol25 dataset. Energies are from ωB97M-V/def2-TZVPD.

Atoms and positions in Å:
I 3.147 3.122 -3.125
I 8.998 3.045 -1.717
Te -0.242 -2.596 -5.295
Rb 0.565 0.814 -0.614
S -2.292 -3.511 -7.778
P -0.734 -3.710 -1.328
O 3.239 0.877 -0.891
N -2.966 -2.393 -2.417
N -1.441 -3.532 1.389
N 1.831 -3.876 -2.408
N -3.252 6.959 1.989
N -1.036 4.101 -0.492
N 0.688 -3.069 1.007
N 4.234 -0.394 1.451
N -1.304 2.990 2.258
N -1.832 -1.159 -0.972
N 1.211 -1.804 -1.957
N 1.771 0.569 2.379
N -3.239 7.521 -2.417
N -2.694 1.926 3.808
N -2.295 1.038 1.647
C 5.549 0.751 -0.395
C -1.868 -2.316 -1.611
C 6.010 2.836 -2.203
C -2.762 -2.540 -9.119
C -2.306 4.333 4.011
C 4.733 2.343 -2.013
C -0.456 -3.404 0.455
C -3.037 -0.463 3.440
C -1.318 -1.180 -7.911
C -2.158 -1.322 -9.051
C -3.612 -1.195 -2.320
C 6.820 1.260 -0.577
C -2.603 3.037 4.736
C -2.502 6.200 -0.344
C -1.277 -2.288 -7.105
C -3.367 0.742 4.301
C -2.901 6.921 -1.488
C -3.350 -3.469 -3.313
C 7.058 2.297 -1.472
C -2.141 1.948 2.546
C -1.696 5.052 -0.438
C 0.433 -2.950 2.348
C 2.481 -1.789 -2.457
C 0.563 0.810 4.430
C 0.847 -3.066 -1.929
C 2.882 -3.065 -2.737
C 4.156 0.855 2.185
C 2.926 1.134 4.386
C -2.906 -0.449 -1.417
C -2.919 6.616 0.934
C -0.877 -3.228 2.605
C 2.906 0.856 3.023
C 4.420 1.297 -1.094
C -2.826 -3.874 1.155
C 1.737 1.118 5.097
C 5.342 -0.446 0.509
C 0.637 0.537 3.070
C 1.803 -5.315 -2.542
C -1.087 4.120 3.135
C -3.164 -0.068 1.973
H -2.306 -0.544 -9.790
H -2.856 -3.340 -4.279
H 3.867 1.357 4.873
H -0.760 -0.284 -7.678
H -4.493 -0.984 -2.902
H -2.011 -0.785 3.631
H -4.434 -3.460 -3.418
H -3.108 0.546 -1.050
H -3.700 -1.294 3.697
H -4.217 0.172 1.753
H 0.777 -5.642 -2.697
H -0.894 4.998 2.521
H -3.036 -4.422 -2.890
H -2.133 5.135 4.729
H -0.394 0.787 4.935
H -1.821 2.837 5.486
H 6.181 3.636 -2.911
H -3.150 -4.616 1.886
H -3.553 3.103 5.277
H 1.204 -2.654 3.042
H 2.386 -5.598 -3.416
H 3.380 -0.457 0.906
H -2.927 -4.303 0.160
H 5.034 0.962 2.829
H -0.260 0.300 2.508
H -1.152 3.129 1.268
H -3.150 4.629 3.389
H 5.174 -1.337 -0.104
H -3.467 -2.995 1.215
H 6.273 -0.616 1.065
H 3.787 -3.459 -3.166
H -1.457 -3.226 3.512
H 1.729 1.339 6.158
H 3.019 -0.865 -2.586
H -3.052 0.575 5.340
H 7.644 0.830 -0.016
H -0.201 3.952 3.765
H -4.453 0.909 4.322
H -2.893 -0.899 1.323
H 2.210 -5.799 -1.653
H -3.442 -2.901 -9.875
H 4.127 1.734 1.520

## Properties
Energy in eV: -109348.1205
Strongest force on any atom in hartree/bohr: 0.00430
Relative energy (zero: lowest compared OMol25 entry of this formula, charge and spin) in kJ/mol: 35.89
LUMO energy in eV: 3.12
Total charge: -2